# C3H10S

A 2-piece molecular cluster, C3H10S overall in a non-equilibrium geometry (wB97M-V/def2-TZVPD, the Open Molecules 2025 dataset).

Bonds (Å) are listed after each position.
Geometry (Å):
1 C 1.275 -1.642 0.049  S2 1.819, H4 1.084, H5 1.092, H6 1.091
2 S 1.146 0.164 -0.130  C1 1.819, C3 1.843
3 C 2.143 0.749 1.305  S2 1.843, H7 1.091, H8 1.081, H9 1.082
4 H 1.219 -2.110 -0.927  C1 1.084
5 H 0.513 -2.038 0.724  C1 1.092
6 H 2.208 -1.919 0.544  C1 1.091
7 H 2.694 1.593 0.886  C3 1.091
8 H 1.452 1.033 2.086  C3 1.081
9 H 2.905 0.028 1.569  C3 1.082
10 C -3.128 0.870 -1.205  H11 1.086, H12 1.087, H13 1.096, H14 1.083
11 H -2.096 1.179 -1.341  C10 1.086
12 H -3.244 0.565 -0.168  C10 1.087
13 H -3.235 -0.046 -1.798  C10 1.096
14 H -3.855 1.571 -1.595  C10 1.083

Calculated values
SMILES: CSC.C
DFT total energy: -518.45846 hartree
gap between HOMO and LUMO: 9.563 eV
energy above the lowest of the compared OMol25 structures with the same formula, charge and spin: 8.38 kcal per mole

Results of the Mulliken charge analysis, in e, for atoms 1 through 8: atom 1 (C): -0.816, atom 2 (S): -0.039, atom 3 (C): -0.806, atom 4 (H): 0.298, atom 5 (H): 0.269, atom 6 (H): 0.273, atom 7 (H): 0.281, atom 8 (H): 0.246


# C3H10S

A 2-piece molecular cluster, C3H10S overall in a non-equilibrium geometry (wB97M-V/def2-TZVPD, the Open Molecules 2025 dataset).

Bonds (Å) are listed after each position.
Geometry (Å):
1 C 0.382 -0.533 1.552  C2 1.545, H4 1.090, H5 1.077, H6 1.151
2 C 1.111 -0.998 0.272  C1 1.545, S3 1.879, H7 1.108, H8 1.088
3 S 0.246 -2.643 -0.005  C2 1.879, H9 1.333
4 H 0.673 -1.185 2.375  C1 1.090
5 H -0.677 -0.607 1.369  C1 1.077
6 H 0.509 0.565 1.874  C1 1.151
7 H 0.868 -0.378 -0.614  C2 1.108
8 H 2.193 -1.111 0.290  C2 1.088
9 H 1.183 -3.060 -0.856  S3 1.333
10 C -1.319 2.022 -1.262  H11 1.087, H12 1.074, H13 1.084, H14 1.088
11 H -1.389 1.756 -0.210  C10 1.087
12 H -2.296 1.925 -1.695  C10 1.074
13 H -0.615 1.265 -1.589  C10 1.084
14 H -0.871 2.984 -1.501  C10 1.088

Calculated values
SMILES: CCS.C
DFT total energy: -518.45498 hartree
gap between HOMO and LUMO: 10.018 eV
energy above the lowest of the compared OMol25 structures with the same formula, charge and spin: 10.56 kcal per mole

Results of the Mulliken charge analysis, in e, for atoms 1 through 8: atom 1 (C): -1.150, atom 2 (C): -0.237, atom 3 (S): -0.220, atom 4 (H): 0.364, atom 5 (H): 0.325, atom 6 (H): 0.276, atom 7 (H): 0.164, atom 8 (H): 0.361


# C3H10S

A 2-piece molecular cluster, C3H10S overall in a non-equilibrium geometry (wB97M-V/def2-TZVPD, the Open Molecules 2025 dataset).

Bonds (Å) are listed after each position.
Geometry (Å):
1 C 1.452 -0.177 -0.611  C2 1.529, H4 1.076, H5 1.084, H6 1.047
2 C -0.032 -0.468 -0.843  C1 1.529, S3 1.869, H7 1.075, H8 1.080
3 S -0.503 -1.823 0.356  C2 1.869, H9 1.284
4 H 2.184 -0.932 -0.388  C1 1.076
5 H 1.567 0.569 0.167  C1 1.084
6 H 1.867 0.291 -1.451  C1 1.047
7 H -0.710 0.313 -0.550  C2 1.075
8 H -0.159 -0.571 -1.911  C2 1.080
9 H -1.627 -2.247 -0.097  S3 1.284
10 C -0.354 3.554 0.724  H11 1.045, H12 1.118, H13 1.094, H14 1.043
11 H 0.677 3.390 0.679  C10 1.045
12 H -0.621 4.371 1.439  C10 1.118
13 H -0.822 2.604 0.997  C10 1.094
14 H -0.700 3.917 -0.190  C10 1.043

Calculated values
SMILES: CCS.C
DFT total energy: -518.44572 hartree
gap between HOMO and LUMO: 9.989 eV
energy above the lowest of the compared OMol25 structures with the same formula, charge and spin: 16.37 kcal per mole

Results of the Mulliken charge analysis, in e, for atoms 1 through 8: atom 1 (C): -1.152, atom 2 (C): -0.293, atom 3 (S): -0.244, atom 4 (H): 0.395, atom 5 (H): 0.283, atom 6 (H): 0.360, atom 7 (H): 0.224, atom 8 (H): 0.324


# C3H10S2

A 2-piece molecular cluster, C3H10S2 overall in a non-equilibrium geometry (wB97M-V/def2-TZVPD, the Open Molecules 2025 dataset).

Bonds (Å) are listed after each position.
Geometry (Å):
1 C -0.069 -0.220 -1.337  C2 1.602, H4 1.098, H5 1.139, H6 1.138
2 C 0.043 -1.270 -0.131  C1 1.602, C3 1.545, H7 1.116, H8 1.071
3 C -0.169 -2.703 -0.668  C2 1.545, H9 1.080, H10 1.081, H11 1.082
4 H 0.966 0.033 -1.602  C1 1.098
5 H -0.611 -0.784 -2.165  C1 1.139
6 H -0.645 0.734 -1.108  C1 1.138
7 H 1.051 -1.088 0.313  C2 1.116
8 H -0.735 -1.166 0.598  C2 1.071
9 H 0.213 -3.341 0.116  C3 1.080
10 H 0.065 -2.656 -1.723  C3 1.081
11 H -1.202 -2.951 -0.871  C3 1.082
12 S -0.656 4.129 1.741  S13 2.148, H14 1.307
13 S 1.059 3.170 2.607  S12 2.148, H15 1.314
14 H -0.129 4.226 0.549  S12 1.307
15 H 0.819 3.886 3.682  S13 1.314

Calculated values
SMILES: CCC.SS
DFT total energy: -916.61607 hartree
gap between HOMO and LUMO: 8.941 eV
energy above the lowest of the compared OMol25 structures with the same formula, charge and spin: 30.04 kcal per mole

Results of the Mulliken charge analysis, in e, for atoms 1 through 8: atom 1 (C): -0.910, atom 2 (C): -0.220, atom 3 (C): -1.209, atom 4 (H): 0.248, atom 5 (H): 0.279, atom 6 (H): 0.241, atom 7 (H): 0.281, atom 8 (H): 0.277


# C3H10S2

A 2-piece molecular cluster, C3H10S2 overall in a non-equilibrium geometry (wB97M-V/def2-TZVPD, the Open Molecules 2025 dataset).

Bonds (Å) are listed after each position.
Geometry (Å):
1 C -2.172 2.510 1.761  C2 1.517, H4 1.097, H5 1.094, H6 1.102
2 C -1.755 1.142 1.257  C1 1.517, S3 1.811, H7 1.094, H8 1.104
3 S -0.959 1.052 -0.367  C2 1.811, H9 1.387
4 H -1.344 2.970 2.314  C1 1.097
5 H -2.423 3.128 0.894  C1 1.094
6 H -3.084 2.330 2.353  C1 1.102
7 H -2.630 0.502 1.104  C2 1.094
8 H -1.081 0.771 2.049  C2 1.104
9 H -1.103 2.405 -0.637  S3 1.387
10 C 1.556 -0.842 -0.643  S11 1.864, H12 1.057, H13 1.222, H14 1.067
11 S 2.129 -2.607 -0.818  C10 1.864, H15 1.343
12 H 0.941 -0.686 -1.488  C10 1.057
13 H 2.435 0.001 -0.732  C10 1.222
14 H 1.004 -0.644 0.249  C10 1.067
15 H 3.250 -2.438 -1.538  S11 1.343

Calculated values
SMILES: CCS.CS
DFT total energy: -916.62220 hartree
gap between HOMO and LUMO: 9.750 eV
energy above the lowest of the compared OMol25 structures with the same formula, charge and spin: 26.20 kcal per mole

Results of the Mulliken charge analysis, in e, for atoms 1 through 8: atom 1 (C): -0.969, atom 2 (C): -0.374, atom 3 (S): -0.216, atom 4 (H): 0.283, atom 5 (H): 0.298, atom 6 (H): 0.279, atom 7 (H): 0.303, atom 8 (H): 0.323


# C3H10S2

A 2-piece molecular cluster, C3H10S2 overall in a non-equilibrium geometry (wB97M-V/def2-TZVPD, the Open Molecules 2025 dataset).

Bonds (Å) are listed after each position.
Geometry (Å):
1 C -0.578 1.051 -1.804  S2 1.779, H4 1.087, H5 1.097, H6 1.085
2 S -1.499 -0.467 -1.909  C1 1.779, C3 1.788
3 C -1.818 -0.888 -0.201  S2 1.788, H7 1.087, H8 1.092, H9 1.090
4 H -1.149 1.912 -1.465  C1 1.087
5 H -0.291 1.255 -2.843  C1 1.097
6 H 0.408 0.977 -1.355  C1 1.085
7 H -1.103 -0.516 0.529  C3 1.087
8 H -2.815 -0.528 0.060  C3 1.092
9 H -1.844 -1.969 -0.066  C3 1.090
10 C 1.019 0.163 2.741  S11 1.816, H12 1.080, H13 1.097, H14 1.083
11 S 2.172 0.203 1.339  C10 1.816, H15 1.354
12 H -0.025 0.000 2.519  C10 1.080
13 H 0.993 1.167 3.182  C10 1.097
14 H 1.541 -0.462 3.455  C10 1.083
15 H 1.346 0.515 0.312  S11 1.354

Calculated values
SMILES: CSC.CS
DFT total energy: -916.63516 hartree
gap between HOMO and LUMO: 9.449 eV
energy above the lowest of the compared OMol25 structures with the same formula, charge and spin: 18.06 kcal per mole

Results of the Mulliken charge analysis, in e, for atoms 1 through 8: atom 1 (C): -0.732, atom 2 (S): -0.075, atom 3 (C): -0.260, atom 4 (H): 0.311, atom 5 (H): 0.301, atom 6 (H): 0.213, atom 7 (H): -0.264, atom 8 (H): 0.290


# C3H10S2

A 2-piece molecular cluster, C3H10S2 overall (wB97M-V/def2-TZVPD, the Open Molecules 2025 dataset).

Bonds (Å) are listed after each position.
Geometry (Å):
1 C -0.242 0.299 -3.184  S2 1.839, H4 1.085, H5 1.082, H6 1.083
2 S -1.343 -1.170 -3.076  C1 1.839, S3 2.032
3 S -0.191 -2.397 -1.937  S2 2.032, H7 1.342
4 H 0.613 0.270 -2.518  C1 1.085
5 H 0.141 0.187 -4.190  C1 1.082
6 H -0.777 1.236 -3.093  C1 1.083
7 H -1.098 -2.628 -0.974  S3 1.342
8 C 0.919 0.520 2.909  C9 1.530, H10 1.090, H11 1.086, H12 1.089
9 C -0.197 0.517 1.862  C8 1.530, H13 1.092, H14 1.090, H15 1.091
10 H 1.875 0.348 2.413  C8 1.090
11 H 0.991 1.493 3.386  C8 1.086
12 H 0.751 -0.276 3.632  C8 1.089
13 H -0.089 1.413 1.247  C9 1.092
14 H -1.198 0.558 2.291  C9 1.090
15 H -0.156 -0.371 1.231  C9 1.091

Calculated values
SMILES: CSS.CC
DFT total energy: -916.64949 hartree
gap between HOMO and LUMO: 9.224 eV
energy above the lowest of the compared OMol25 structures with the same formula, charge and spin: 9.07 kcal per mole

Results of the Mulliken charge analysis, in e, for atoms 1 through 8: atom 1 (C): -0.799, atom 2 (S): -0.038, atom 3 (S): -0.212, atom 4 (H): 0.288, atom 5 (H): 0.313, atom 6 (H): 0.293, atom 7 (H): 0.145, atom 8 (C): -0.825


# C3H10S2

A 2-piece molecular cluster, C3H10S2 overall in a non-equilibrium geometry (wB97M-V/def2-TZVPD, the Open Molecules 2025 dataset).

Bonds (Å) are listed after each position.
Geometry (Å):
1 C 0.921 -1.208 -1.307  S2 1.814, H4 1.107, H5 1.116, H6 1.083
2 S -0.537 -0.137 -1.448  C1 1.814, C3 1.816
3 C -1.243 -0.959 -2.906  S2 1.816, H7 1.124, H8 1.114, H9 1.104
4 H 1.861 -0.644 -1.159  C1 1.107
5 H 0.885 -1.932 -0.458  C1 1.116
6 H 1.017 -1.803 -2.207  C1 1.083
7 H -2.358 -0.966 -3.047  C3 1.124
8 H -1.128 -2.056 -2.746  C3 1.114
9 H -0.694 -0.842 -3.855  C3 1.104
10 C 1.131 1.382 1.644  S11 1.806, H12 1.064, H13 1.102, H14 1.090
11 S -0.079 0.615 2.744  C10 1.806, H15 1.348
12 H 0.919 1.675 0.644  C10 1.064
13 H 1.980 0.680 1.627  C10 1.102
14 H 1.701 2.142 2.180  C10 1.090
15 H 0.801 0.173 3.665  S11 1.348

Calculated values
SMILES: CSC.CS
DFT total energy: -916.62209 hartree
gap between HOMO and LUMO: 9.445 eV
energy above the lowest of the compared OMol25 structures with the same formula, charge and spin: 26.27 kcal per mole

Results of the Mulliken charge analysis, in e, for atoms 1 through 8: atom 1 (C): -0.838, atom 2 (S): -0.026, atom 3 (C): -0.960, atom 4 (H): 0.303, atom 5 (H): 0.276, atom 6 (H): 0.334, atom 7 (H): 0.301, atom 8 (H): 0.286